Record 1
# C10H16O

A cluster of 2 separate species, C10H16O in total at a distorted geometry (the ωB97M-V functional and the def2-TZVPD basis, the OMol25 dataset).

The energy relative to the best compared isomer or geometry (same formula, charge and spin) comes out at 73.4 kcal per mole. For the total energy, the calculation gives -12674.5439 eV. As for the structure (SMILES): Cc1ccc(O)cc1.CCC. For the LUMO energy, the calculation gives 0.874 eV.

Structure (XYZ):
```
27
Properties=species:S:1:pos:R:3:forces:R:3:lowdin_charge:R:1
C -1.97545 -2.46644 0.38403 -2.2 2.2 0.3 -0.07
C -0.96501 -1.50238 0.94122 1.6 -1.8 -2.3 -0.32
C -1.34261 -0.37616 1.62797 0.5 1.1 2.1 -0.06
C -0.38124 0.43521 2.27400 0.0 0.3 0.2 -0.01
C 0.96277 0.17035 1.89463 -0.3 0.3 2.1 -0.36
O 1.79193 1.07179 2.52137 -1.6 0.4 0.4 0.03
C 1.38917 -0.95916 1.17902 -0.4 0.4 -1.4 -0.04
C 0.38471 -1.78808 0.60958 0.4 0.0 0.3 -0.05
H -2.43683 -2.05050 -0.54139 -0.3 0.3 0.8 0.09
H -2.71344 -2.58980 1.20685 0.0 -0.3 -1.0 0.09
H -1.70970 -3.38790 -0.02677 1.4 -1.7 0.2 0.04
H -2.38079 -0.16332 1.84803 -0.2 -0.3 -0.1 0.11
H -0.59944 1.25662 3.16046 0.5 -2.1 -2.9 0.18
H 2.70366 1.04648 2.35395 1.8 -0.6 -0.8 0.07
H 2.45744 -1.03390 0.87880 -0.9 -0.1 0.4 0.12
H 0.61332 -2.67292 -0.12244 -0.3 1.8 1.7 0.15
C -0.02966 2.58766 -1.77799 -2.5 -2.7 -2.9 -0.14
C 0.78628 1.44460 -1.33777 1.7 -1.9 0.0 -0.26
C 0.47941 0.15618 -2.19706 2.3 -0.2 2.0 -0.10
H -0.93334 2.70150 -1.27167 -2.0 -0.2 0.7 0.05
H -0.24990 2.52675 -2.91671 0.1 -0.2 1.8 0.12
H 0.36444 3.48419 -1.70686 2.6 4.3 0.7 0.01
H 1.83725 1.83596 -1.48117 -0.7 -1.2 -0.1 0.11
H 0.76821 1.07065 -0.25610 -0.5 1.2 -1.5 0.09
H 1.38924 -0.43758 -2.35520 -0.1 0.1 0.2 0.07
H -0.22245 -0.51672 -1.78120 -0.6 -0.7 1.7 0.03
H 0.01201 0.15694 -3.10759 -0.7 1.6 -2.9 0.03
```
Positions in Å, forces in eV/Å.



Record 2
# C10H16O

A cluster of 2 separate species, C10H16O in total at a distorted geometry (the ωB97M-V functional and the def2-TZVPD basis, the OMol25 dataset).

Its spin multiplicity is 2. The energy relative to the best compared isomer or geometry (same formula, charge and spin) comes out at 90.7 kcal per mole. For the total energy, the calculation gives -12665.2464 eV. The charge is +1. For the LUMO energy (alpha / beta), the calculation gives -4.031 / -7.932 eV. As for the expectation value of S²: 0.7671.

Structure (XYZ):
```
27
Properties=species:S:1:pos:R:3:forces:R:3:lowdin_charge:R:1
C -1.11506 -2.06159 2.68680 0.0 2.5 3.8 0.02
C 0.00314 0.20863 3.07949 -0.3 2.7 -1.9 0.06
C -1.01022 -0.52177 2.39724 1.0 -3.7 0.4 -0.17
C 0.26936 1.49550 2.58067 -0.3 -1.7 1.2 0.06
C -0.39388 2.03236 1.47032 1.0 0.1 -2.2 -0.21
C -1.84712 0.05861 1.46677 1.0 3.3 -0.5 0.03
C -1.43449 1.29170 0.93317 -3.5 -1.7 -0.3 0.07
O -0.00580 3.07920 0.68562 -2.8 -2.2 1.3 0.19
H 0.53037 -0.18762 3.92187 0.2 -0.2 0.2 0.13
H 0.92510 2.14051 3.05440 1.6 0.9 1.0 0.11
H -0.82992 -2.89488 2.09416 0.4 0.0 -1.6 0.08
H -2.21591 -2.25153 2.94881 1.6 0.2 0.1 0.13
H -2.79342 -0.37412 1.30066 -0.7 -0.6 -1.0 0.13
H 0.88254 3.27570 0.84587 2.5 1.0 0.6 0.11
H -2.03029 1.73828 0.13816 0.3 -0.1 0.0 0.15
H -0.34966 -2.11475 3.58613 -2.1 -0.6 -1.3 0.12
C 0.66774 -0.44778 -2.43980 -0.4 -1.1 1.0 -0.35
C 1.25700 -1.72382 -3.15174 -4.8 0.5 0.2 -0.10
C 1.02593 0.68219 -3.32891 3.1 5.7 3.0 -0.18
H 0.86700 -0.33553 -1.30090 0.6 -0.1 -1.9 0.11
H -0.39963 -0.55707 -2.39338 -0.8 -0.2 -0.3 0.06
H 0.35883 -2.31089 -3.63759 2.1 0.2 1.7 0.13
H 1.80155 -1.49736 -3.97628 1.2 1.7 -2.9 0.02
H 2.11096 1.03178 -2.94167 -1.1 -1.8 -2.1 0.11
H 2.05218 -2.13096 -2.65955 1.2 -2.3 2.2 0.03
H 0.83364 1.86064 -2.97048 -1.4 -2.9 -1.0 0.11
H 0.84004 0.51457 -4.38987 0.4 0.3 0.3 0.07
```
Positions in Å, forces in eV/Å.